--- 1 ---
This record from the OMol25 dataset describes one molecule with the formula C4H7NO. The level of theory is wB97M-V/def2-TZVPD.

Structure (XYZ):
```
13
C4H7NO | the OMol25 dataset | wB97M-V/def2-TZVPD
O 2.568 0.157 0.999
N -0.294 0.095 -0.597
C 0.712 -0.947 -0.276
C -1.635 -0.216 -0.142
C 0.486 1.182 0.037
C 1.564 0.141 0.333
H -1.672 -0.413 0.943
H 0.426 -1.679 0.500
H -2.290 0.623 -0.379
H 1.150 -1.466 -1.135
H -2.021 -1.112 -0.654
H 0.773 1.993 -0.645
H 0.232 1.642 1.015
```

The LUMO energy is 0.95 eV. Its SMILES is CN1CC(=O)C1. Its frontier orbital gap is 10.1 eV.

***

--- 2 ---
This record from the OMol25 dataset describes one molecule with the formula C4H7NO. The level of theory is wB97M-V/def2-TZVPD.

Structure (XYZ):
```
13
C4H7NO | the OMol25 dataset | wB97M-V/def2-TZVPD
O 0.343 -1.254 -2.490
N 0.182 -0.183 0.748
C 0.563 1.181 0.387
C -0.442 -0.910 -0.321
C 0.614 -1.227 -1.315
C -0.572 0.905 1.294
H 1.507 1.514 0.816
H -0.433 1.059 2.353
H -1.567 1.063 0.884
H -0.833 -1.853 0.067
H 1.631 -1.454 -0.940
H -1.255 -0.407 -0.876
H 0.260 1.567 -0.606
```

The LUMO energy is 1.11 eV. Its SMILES is O=CCN1CC1. Its frontier orbital gap is 10.8 eV.

***

Top of the stability list: 1, leading by 0.0135 hartree.

***

--- 1 ---
This record from the OMol25 dataset describes one molecule with the formula C4H7NO. The level of theory is wB97M-V/def2-TZVPD.

Structure (XYZ):
```
13
C4H7NO | the OMol25 dataset | wB97M-V/def2-TZVPD
O -0.934 2.189 -0.717
N -1.574 0.073 0.135
C 0.392 0.023 -0.544
C -0.769 1.027 -0.443
C 1.410 0.294 0.555
C -0.671 -1.039 -0.167
H -1.003 -1.645 -1.017
H -2.565 0.090 0.328
H 2.096 -0.546 0.703
H 0.874 0.468 1.496
H 1.995 1.188 0.327
H -0.420 -1.682 0.683
H 0.845 -0.079 -1.535
```

The LUMO energy is 0.99 eV. Its SMILES is C[C@H]1CNC1=O. Its frontier orbital gap is 10.7 eV.

***

--- 2 ---
This record from the OMol25 dataset describes a 2-piece molecular cluster, C4H7NO overall. The level of theory is wB97M-V/def2-TZVPD.

Structure (XYZ):
```
13
C4H7NO | the OMol25 dataset | wB97M-V/def2-TZVPD
O -1.618 0.319 1.230
N 2.281 -0.643 0.860
C -0.575 0.949 0.622
C -0.709 -0.581 -1.352
C 2.906 -1.632 0.776
C -0.135 0.572 -0.581
H 0.082 -1.108 -1.893
H -1.456 -0.259 -2.089
H -1.768 0.695 2.104
H -0.114 1.769 1.173
H 0.715 1.114 -0.989
H 1.590 0.087 0.810
H -1.199 -1.282 -0.671
```

The LUMO energy is 0.48 eV. Its frontier orbital gap is 9.8 eV.

***

Top of the stability list: 1, leading by 0.0676 hartree.

***

--- 1 ---
This record from the OMol25 dataset describes an isolated ion of composition C3H7N2 and charge +1. The level of theory is wB97M-V/def2-TZVPD.

Structure (XYZ):
```
12
C3H7N2 | the OMol25 dataset | wB97M-V/def2-TZVPD
N 2.751 1.026 -1.158
N 1.741 0.946 -0.727
C 0.292 0.571 -0.048
C -0.519 0.097 -1.230
C 0.586 -0.272 1.142
H 1.420 -0.215 1.783
H -0.045 -0.653 -1.730
H -1.313 -0.339 -0.657
H 0.200 1.530 0.337
H -1.017 0.807 -1.854
H -0.148 -0.206 1.857
H 0.696 -1.292 0.943
```

The charge is +1. The LUMO energy (alpha / beta) is -3.65 / -12.37 eV. As for the spin multiplicity: 3. As for the expectation value of S²: 2.006. Its frontier orbital gap (alpha / beta) is 7.7 / 6.1 eV.

***

--- 2 ---
This record from the OMol25 dataset describes an isolated ion of composition C3H7N2 and charge +1. The level of theory is wB97M-V/def2-TZVPD.

Structure (XYZ):
```
12
C3H7N2 | the OMol25 dataset | wB97M-V/def2-TZVPD
N 0.774 1.352 1.699
N -0.694 -0.179 -0.809
C 0.615 0.616 0.799
C 0.392 0.731 -0.645
C -0.299 -1.356 0.136
H -1.483 0.268 -0.384
H -0.960 -0.465 -1.781
H 0.794 1.180 2.647
H -1.123 -1.869 0.675
H 0.388 -2.125 -0.310
H 0.201 1.648 -1.170
H 1.395 0.198 -0.859
```

The charge is +1. The LUMO energy (alpha / beta) is -3.64 / -6.50 eV. As for the spin multiplicity: 3. As for the expectation value of S²: 2.006. Its frontier orbital gap (alpha / beta) is 7.5 / 10.1 eV.

***

Top of the stability list: 2, leading by 0.1200 hartree.

***

--- 1 ---
This record from the OMol25 dataset describes one molecule with the formula C5H3F. The level of theory is wB97M-V/def2-TZVPD.

Structure (XYZ):
```
9
C5H3F | the OMol25 dataset | wB97M-V/def2-TZVPD
F 1.603 1.772 3.048
C 0.394 -0.699 0.684
C 0.359 -0.288 2.075
C 1.264 0.672 2.105
C -0.029 0.562 -0.034
C 1.327 0.410 0.631
H -0.855 1.288 0.286
H -0.059 0.690 -1.059
H 0.381 -1.643 0.332
```

The LUMO energy (alpha / beta) is -0.94 / -0.94 eV. Its SMILES is FC1=C2[C@H]3C[C@@]123. Its frontier orbital gap (alpha / beta) is 8.2 / 8.2 eV.

***

--- 2 ---
This record from the OMol25 dataset describes one molecule with the formula C5H3F. The level of theory is wB97M-V/def2-TZVPD.

Structure (XYZ):
```
9
C5H3F | the OMol25 dataset | wB97M-V/def2-TZVPD
F -3.055 -0.367 0.248
C 1.054 -0.546 0.082
C -0.800 0.701 0.301
C -1.818 0.059 0.157
C 0.065 -0.321 -0.996
C 0.539 0.830 -0.147
H 1.117 1.673 -0.395
H 1.958 -0.923 -0.204
H 0.940 -1.107 0.954
```

The LUMO energy is 0.63 eV. Its frontier orbital gap is 9.7 eV.

***

Top of the stability list: 1, leading by 0.0066 hartree.

***

--- 1 ---
This record from the OMol25 dataset describes CH4O2S2 as an isolated structure. The level of theory is wB97M-V/def2-TZVPD.

Structure (XYZ):
```
9
CH4O2S2 | the OMol25 dataset | wB97M-V/def2-TZVPD
S 3.882 0.221 -0.144
S 3.865 -1.676 0.034
O -0.725 -0.006 0.006
O 3.660 0.949 1.093
C -1.228 -0.748 0.795
H 1.197 1.075 -1.856
H 1.913 0.856 -1.627
H -1.761 -0.395 1.692
H -1.192 -1.841 0.689
```

The LUMO energy is -1.85 eV. Its frontier orbital gap is 8.4 eV.

***

--- 2 ---
This record from the OMol25 dataset describes a 2-piece molecular cluster, CH4O2S2 overall. The level of theory is wB97M-V/def2-TZVPD.

Structure (XYZ):
```
9
CH4O2S2 | the OMol25 dataset | wB97M-V/def2-TZVPD
S 2.290 0.872 0.198
S 2.077 -0.941 -0.538
O -1.136 -1.105 0.786
O -0.637 0.862 -0.242
C -1.270 -0.190 -0.253
H -1.939 -0.510 -1.047
H -1.970 -1.613 0.803
H 1.406 1.591 -0.742
H 1.178 1.035 1.035
```

The LUMO energy is 0.46 eV. Its frontier orbital gap is 8.6 eV.

***

Top of the stability list: 2, leading by 0.0365 hartree.

***

--- 1 ---
This record from the OMol25 dataset describes one molecule with the formula C5H7NO2. The level of theory is wB97M-V/def2-TZVPD.

Structure (XYZ):
```
15
C5H7NO2 | the OMol25 dataset | wB97M-V/def2-TZVPD
O 1.497 0.397 -0.921
O -2.987 0.536 -0.269
N -0.942 -0.295 -0.292
C -2.259 -0.377 -0.480
C 1.443 -0.829 -0.236
C 0.818 1.369 -0.080
C 0.172 -0.802 0.518
C -0.246 0.613 0.567
H 0.530 2.169 -0.727
H -2.585 -1.333 -0.901
H -0.742 1.069 1.430
H 1.549 1.737 0.710
H 2.284 -0.924 0.432
H -0.129 -1.646 1.221
H 1.597 -1.683 -0.971
```

The LUMO energy is 0.80 eV. Its SMILES is O=CN1[C@@H]2COC[C@@H]21. Its frontier orbital gap is 10.5 eV.

***

--- 2 ---
This record from the OMol25 dataset describes one molecule with the formula C5H7NO2. The level of theory is wB97M-V/def2-TZVPD.

Structure (XYZ):
```
15
C5H7NO2 | the OMol25 dataset | wB97M-V/def2-TZVPD
O 2.030 -0.722 0.015
O -1.401 -1.050 -1.018
N -2.043 -0.087 -0.211
C -1.356 0.238 0.811
C 0.737 -0.239 -0.265
C -0.303 -0.425 0.942
C -0.167 -1.255 -0.365
C 0.586 1.191 -0.841
H 0.933 1.695 0.092
H 0.012 -0.503 1.969
H -1.922 1.088 1.221
H -0.487 1.442 -1.017
H 2.042 -0.476 1.150
H 0.404 -2.230 -0.597
H 0.936 1.333 -1.886
```

The LUMO energy is 0.36 eV. Its SMILES is C[C@]1(O)[C@@H]2ON=C[C@@H]21. Its frontier orbital gap is 9.2 eV.

***

Top of the stability list: 1, leading by 0.1651 hartree.

***

--- 1 ---
This record from the OMol25 dataset describes one molecule with the formula C5H7NO2. The level of theory is wB97M-V/def2-TZVPD.

Structure (XYZ):
```
15
C5H7NO2 | the OMol25 dataset | wB97M-V/def2-TZVPD
O 4.300 -0.395 -0.162
O -1.152 -1.321 0.456
N 2.239 0.253 0.648
C 1.196 0.464 0.020
C 3.326 -0.442 0.591
C -1.155 0.055 0.133
C -2.445 0.316 -0.746
C 0.036 0.712 -0.501
H -3.158 0.488 -0.036
H -0.109 1.356 -1.328
H 3.419 -0.912 1.679
H -0.232 -1.650 0.670
H -1.334 0.529 1.209
H -2.606 -0.594 -1.297
H -2.324 1.141 -1.334
```

The LUMO energy is 0.17 eV. Its SMILES is C[C@@H](O)C=C=NC=O. Its frontier orbital gap is 9.8 eV.

***

--- 2 ---
This record from the OMol25 dataset describes one molecule with the formula C5H7NO2. The level of theory is wB97M-V/def2-TZVPD.

Structure (XYZ):
```
15
C5H7NO2 | the OMol25 dataset | wB97M-V/def2-TZVPD
O 0.401 -0.444 -1.479
O -1.344 0.938 0.468
N -1.808 0.387 -0.687
C -0.959 -0.321 -1.415
C 1.520 0.795 0.597
C 0.095 0.384 0.710
C 0.806 0.690 -0.578
C -0.343 -1.152 0.961
H 2.045 0.094 1.134
H -1.463 -0.748 -2.187
H -1.081 -1.032 -0.074
H 0.516 -1.661 0.645
H 0.382 1.692 -0.991
H -0.928 -1.442 1.969
H 2.159 1.819 0.927
```

The LUMO energy is 0.71 eV. Its SMILES is C[C@]12C[C@H]1OC=NO2. Its frontier orbital gap is 9.5 eV.

***

--- 3 ---
This record from the OMol25 dataset describes C5H7NO2 as an isolated structure. The level of theory is wB97M-V/def2-TZVPD.

Structure (XYZ):
```
15
C5H7NO2 | the OMol25 dataset | wB97M-V/def2-TZVPD
O -1.127 1.543 0.537
O -2.443 -0.975 -1.062
N 1.260 -0.733 -0.246
C 0.259 1.833 1.061
C -0.063 -1.524 -0.647
C -0.572 0.517 -0.280
C 0.554 0.255 0.658
C -1.234 -0.691 -0.683
H -0.444 -2.231 0.174
H 0.342 0.782 -1.096
H 1.865 -0.398 -0.835
H 0.439 -0.254 1.538
H 0.787 2.394 0.341
H 0.424 1.912 2.226
H -0.048 -2.430 -1.685
```

The LUMO energy is 0.33 eV. Its frontier orbital gap is 9.6 eV.

***

Top of the stability list: 1, leading by 0.1572 hartree.